C17H30NO5Os as an isolated structure in a non-equilibrium geometry, computed with the ωB97M-V functional and the def2-TZVPD basis.

The geometry in XYZ format:
```
54
C17H30NO5Os the ωB97M-V functional and the def2-TZVPD basis
Os 9.272 12.488 6.463
C 8.501 15.720 5.376
C 9.525 15.522 4.241
O 10.092 14.186 4.218
C 11.510 13.953 4.439
C 11.802 14.387 5.857
O 11.341 13.302 6.750
C 11.802 13.586 8.086
C 10.751 13.082 9.055
O 9.414 13.299 8.557
C 8.964 14.630 8.907
C 8.210 15.244 7.767
O 9.074 15.363 6.636
H 8.165 16.724 5.359
H 7.680 15.016 5.210
H 9.025 15.708 3.305
H 10.319 16.262 4.321
H 11.656 12.877 4.357
H 12.181 14.504 3.736
H 12.850 14.653 6.025
H 11.146 15.225 6.043
H 12.758 13.142 8.338
H 11.966 14.676 8.127
H 10.858 11.987 9.317
H 10.855 13.559 10.032
H 8.371 14.615 9.840
H 9.823 15.266 9.152
H 7.329 14.569 7.482
H 7.783 16.207 8.051
C 5.483 10.331 6.057
C 6.445 11.154 6.913
C 5.773 11.868 8.069
C 7.238 12.110 6.015
H 5.078 9.475 6.626
H 6.010 9.844 5.256
H 4.673 10.952 5.646
H 7.082 10.326 7.304
H 5.158 12.735 7.649
H 6.588 12.282 8.692
H 5.190 11.153 8.663
H 6.875 13.129 6.145
H 7.230 11.800 4.934
O 9.991 11.038 7.499
N 9.703 9.706 7.140
C 9.436 8.901 8.225
C 8.932 7.632 7.990
C 9.249 7.078 6.692
C 9.790 7.891 5.704
C 10.078 9.194 5.943
H 9.563 9.316 9.211
H 8.494 6.926 8.733
H 9.140 6.024 6.577
H 9.913 7.496 4.698
H 10.571 9.865 5.270
```

Values from the calculation:
Energy above the lowest of the compared OMol25 structures with the same formula, charge and spin in kcal/mol: 0.0
Spin multiplicity: 6
Total charge: +2
Gap between HOMO and LUMO (spin up / spin down) in eV: 6.91 / 7.54
E_LUMO (spin up / spin down) in eV: -6.79 / -8.19
E_tot in eV: -32286.9011

C17H31AsBaN4O10PSTe as an isolated structure in a non-equilibrium geometry, computed with the ωB97M-V functional and the def2-TZVPD basis.

The geometry in XYZ format:
```
67
C17H31AsBaN4O10PSTe the ωB97M-V functional and the def2-TZVPD basis
Ba 0.718 -0.353 -0.831
O 2.370 1.667 -1.722
As 3.279 1.636 -0.110
O 4.097 -0.851 -1.793
O 2.322 0.590 0.741
C 4.738 -1.743 -1.151
C 6.114 -1.605 -0.704
C 6.866 -2.723 -0.411
C 6.305 -4.020 -0.546
C 4.910 -4.122 -0.452
C 4.099 -3.033 -0.746
S 2.276 -3.505 -0.569
O 2.109 -4.891 -0.886
O 1.610 -2.657 -1.602
O 1.989 -2.927 0.719
H 2.049 2.579 -1.923
H 6.595 -0.615 -0.856
H 7.925 -2.648 -0.192
H 6.950 -4.866 -0.752
H 4.441 -5.027 -0.060
N -0.423 3.998 -1.929
C 0.631 4.831 -1.796
N 0.268 6.092 -1.537
O 1.844 4.543 -2.024
H -1.327 4.277 -1.639
H -0.295 3.055 -1.681
H -0.692 6.393 -1.434
H 0.941 6.876 -1.658
C -1.335 -3.242 1.593
C -2.466 -4.075 2.147
N -3.732 -3.976 1.330
C -3.313 -4.618 0.018
C -2.104 -3.928 -0.577
N -1.617 -2.756 0.227
C -2.801 -1.849 0.319
C -3.957 -2.487 1.034
H -0.433 -3.860 1.434
H -1.107 -2.362 2.162
H -2.658 -3.810 3.204
H -2.281 -5.160 2.201
H -4.175 -4.583 -0.649
H -3.048 -5.670 0.235
H -2.348 -3.492 -1.533
H -1.264 -4.621 -0.756
H -3.152 -1.497 -0.696
H -2.428 -1.034 0.958
H -4.918 -2.387 0.499
H -4.158 -2.001 2.001
C 1.550 4.944 1.655
C 0.996 3.533 1.404
O -0.446 3.831 1.155
P -1.535 2.702 1.015
O -0.938 1.748 0.020
Te -2.174 1.954 3.115
O -2.764 3.455 0.329
C -4.050 2.815 0.089
C -4.622 3.567 -1.073
H 2.615 5.028 1.402
H 1.440 5.099 2.758
H 0.990 5.726 1.144
H 1.063 2.924 2.261
H 1.392 3.063 0.501
H -4.684 2.886 0.940
H -3.787 1.818 -0.187
H -4.723 4.649 -0.819
H -5.660 3.218 -1.287
H -4.078 3.499 -2.030
```

Values from the calculation:
Spin multiplicity: 1
Total charge: -1
Gap between HOMO and LUMO in eV: 4.49
E_LUMO in eV: 0.82
E_tot in eV: -133522.5246